Entry 1:
This record from the OMol25 dataset describes a structure of composition C40H33BaF3N8Se in a non-equilibrium geometry. The level of theory is the ωB97M-V functional and the def2-TZVPD basis.

Output
multiplicity = 1
LUMO level = -1.4 eV
HOMO = -5.40 eV
HOMO-LUMO gap = 3.974 eV
relative energy (zero: lowest compared OMol25 entry of this formula, charge and spin) = 25.8 kcal per mole

Geometry as XYZ:
```
86
Properties=species:S:1:pos:R:3:forces:R:3
Ba -0.1684 0.4983 0.3151 -2.3 2.2 -0.5
N -2.9492 -3.2345 1.1008 0.1 0.1 0.0
C -2.3207 -2.0829 1.3726 -0.3 -0.1 0.0
N -1.0771 -1.8511 1.1055 0.1 -0.5 0.1
C -0.3101 -2.8362 0.5051 0.3 0.4 0.1
N 0.9520 -2.6544 0.2487 0.1 -1.2 -0.3
N 1.4258 -1.3990 0.3609 1.2 -0.5 0.4
C 2.6901 -1.2457 0.5062 -0.4 -0.8 0.1
C 3.2859 0.0792 0.5512 0.5 0.8 0.1
C 4.6763 0.2173 0.5663 -0.2 -0.3 0.0
C 5.2330 1.4803 0.5816 -0.1 0.3 0.0
C 4.3911 2.5850 0.5869 0.2 -0.2 0.0
C 3.0252 2.3595 0.5868 -0.1 0.1 0.0
N 2.4749 1.1516 0.5700 0.6 -0.2 0.2
C -0.9230 -4.1127 0.1787 -0.3 -0.1 0.2
C -0.2331 -5.1444 -0.4581 0.0 -0.1 0.0
C -0.8873 -6.3076 -0.8031 0.2 0.0 0.0
C -2.2480 -6.4502 -0.5369 -0.1 0.1 0.1
C -2.9485 -5.4406 0.0941 -0.1 -0.1 0.0
C -2.2843 -4.2779 0.4654 0.4 0.0 -0.1
H -3.9311 -3.3269 1.3040 0.0 0.1 0.0
H -2.9198 -1.2991 1.8303 0.0 0.0 0.0
H 3.3478 -2.1069 0.6224 0.0 -0.1 -0.2
H 5.3021 -0.6657 0.5575 0.0 0.0 0.0
H 6.3066 1.6126 0.5903 0.0 0.0 0.0
H 4.7842 3.5912 0.5958 0.0 0.0 0.0
H 2.3353 3.1983 0.5968 0.0 0.0 0.0
H 0.8103 -4.9914 -0.6946 0.0 0.0 0.0
H -0.3443 -7.1039 -1.2935 0.0 0.0 0.0
H -2.7705 -7.3495 -0.8336 0.0 0.0 0.0
H -4.0089 -5.5452 0.2912 0.0 0.0 0.0
F -0.7050 1.0513 8.2491 0.1 -0.1 0.0
C 0.2007 0.2386 7.6870 0.0 0.0 0.1
F -0.0317 -1.0073 8.1417 0.0 0.1 0.0
F 1.4151 0.6034 8.1440 -0.1 0.0 0.0
C 0.1573 0.2869 6.1850 -0.1 0.1 -0.1
C -0.7543 1.0845 5.5170 0.1 -0.1 0.1
C -0.7216 1.0906 4.1278 0.0 0.1 0.1
N 0.1451 0.3657 3.4239 0.0 0.1 -0.3
C 1.0078 -0.4079 4.0811 0.1 0.0 0.1
C 1.0569 -0.4835 5.4614 0.0 0.0 0.0
H -1.4731 1.6838 6.0561 0.0 0.0 0.0
H -1.4350 1.6782 3.5586 0.0 0.0 0.0
H 1.6898 -0.9927 3.4726 0.0 0.0 0.0
H 1.7724 -1.1205 5.9631 0.0 0.0 0.0
C -1.6458 -0.7290 -2.1833 0.3 0.0 0.3
C -0.8731 -1.6230 -2.9346 -0.1 0.2 0.2
C 0.1888 -1.1742 -3.7831 0.1 0.0 -0.1
C 0.9693 -2.0421 -4.4991 -0.1 -0.1 0.1
C 0.7593 -3.4317 -4.4256 0.0 0.1 0.1
C -0.2924 -3.9016 -3.6209 0.1 0.1 0.0
C -1.0788 -3.0363 -2.9059 0.1 -0.1 -0.1
C 1.5827 -4.3280 -5.1518 0.1 -0.2 -0.2
N 2.2537 -5.0609 -5.7416 0.0 0.1 0.1
H -2.5298 -1.0980 -1.6701 -0.1 0.1 -0.1
H -1.6734 0.3092 -2.5055 -0.1 0.0 0.1
H 0.3646 -0.1068 -3.8548 0.0 0.0 -0.1
H 1.7579 -1.6665 -5.1410 0.0 0.0 0.0
H -0.4803 -4.9685 -3.5815 0.0 0.0 0.0
H -1.9049 -3.4250 -2.3201 0.0 0.0 0.0
Se -3.2382 1.3115 1.4310 0.2 -0.2 0.0
C -3.7598 3.1368 1.2264 0.1 -0.2 0.1
C -3.5918 3.8066 0.0159 0.0 0.1 0.0
C -3.9576 5.1398 -0.1085 0.0 0.0 0.0
C -4.5009 5.8224 0.9704 0.0 0.1 0.0
C -4.6888 5.1559 2.1735 0.0 0.0 0.0
C -4.3247 3.8231 2.3012 0.0 0.1 -0.1
H -3.1887 3.2694 -0.8342 0.0 0.0 0.0
H -3.8291 5.6452 -1.0586 0.0 0.0 0.0
H -4.7776 6.8648 0.8736 0.0 0.0 0.0
H -5.1263 5.6745 3.0183 0.0 0.0 0.0
H -4.4777 3.3009 3.2368 0.0 0.0 0.0
C 3.0179 4.1070 -4.9817 0.0 0.0 0.0
C 2.3276 3.2848 -3.9353 0.0 0.0 0.0
C 2.8672 2.0894 -3.4718 0.0 0.0 0.0
C 2.1754 1.3521 -2.5272 0.0 0.0 -0.1
N 0.9995 1.7277 -2.0264 0.0 0.1 0.0
C 0.4732 2.8658 -2.4797 0.0 0.0 0.0
C 1.0963 3.6729 -3.4144 0.0 0.0 0.0
H 4.0717 3.8459 -5.0620 0.0 0.0 0.0
H 2.9295 5.1720 -4.7680 0.0 0.0 0.0
H 2.5510 3.9313 -5.9531 0.0 0.0 0.0
H 3.8154 1.7284 -3.8498 0.0 0.0 0.0
H 2.5709 0.4068 -2.1724 0.0 0.0 0.0
H -0.4986 3.1371 -2.0766 0.0 0.0 0.0
H 0.6258 4.5912 -3.7414 0.0 0.0 0.0
```
Forces are in eV/Å.


Entry 2:
This record from the OMol25 dataset describes a structure of composition C40H33BaN4P2. The level of theory is the ωB97M-V functional and the def2-TZVPD basis.

Output
multiplicity = 1
LUMO level = -2.9 eV
HOMO = -9.57 eV
net charge = +1
HOMO-LUMO gap = 6.679 eV
relative energy (zero: lowest compared OMol25 entry of this formula, charge and spin) = 1.9 kcal per mole

Geometry as XYZ:
```
80
Properties=species:S:1:pos:R:3:forces:R:3
Ba 0.1095 1.0034 1.2597 0.2 -0.4 0.2
C 3.1578 3.8188 -0.0363 0.0 -0.1 -0.1
P 4.1831 2.3437 0.4307 0.0 0.0 0.0
C 3.9380 1.2481 -1.0133 0.1 0.1 0.0
C 2.7207 0.7360 -1.4586 -0.1 -0.1 0.0
C 2.6369 0.0097 -2.6346 0.1 0.1 0.0
C 3.7762 -0.2152 -3.3969 0.0 0.0 0.0
C 4.9956 0.2864 -2.9728 0.0 0.0 0.0
C 5.0734 1.0105 -1.7903 -0.1 -0.1 0.0
C 3.1651 1.5576 1.7404 0.1 0.0 0.0
C 3.1173 0.1721 1.8964 0.0 -0.1 0.0
C 2.4851 -0.4089 2.9946 0.0 0.0 0.0
C 1.8780 0.3875 3.9549 0.0 0.0 0.0
C 1.9254 1.7780 3.8189 0.0 0.0 0.0
C 2.5688 2.3522 2.7331 0.0 0.0 0.0
C 1.7178 3.6672 -0.4101 0.0 0.0 0.0
C 1.1373 3.9437 -1.6394 0.0 0.0 0.0
C -0.2545 3.7938 -1.4765 0.0 -0.1 0.0
C -0.4474 3.4343 -0.1514 -0.1 0.0 0.0
C -1.7137 3.3567 0.6613 -0.1 0.2 0.0
P -3.1911 2.2460 0.3115 -0.1 0.0 -0.1
C -2.5418 0.6586 -0.3742 0.1 0.1 0.0
C -3.0296 -0.5148 0.2080 0.0 0.0 0.0
C -2.6899 -1.7644 -0.3035 0.0 0.0 0.0
C -1.8448 -1.8568 -1.3960 0.0 0.0 0.0
C -1.3302 -0.7010 -1.9723 0.0 0.0 0.0
C -1.6779 0.5468 -1.4764 0.0 0.0 0.1
C -3.8478 3.0573 -1.1974 0.0 0.0 0.0
C -4.2213 4.3992 -1.0916 0.0 0.0 0.0
C -4.7801 5.0681 -2.1668 0.0 0.0 0.0
C -5.0010 4.3997 -3.3637 0.0 0.0 0.0
C -4.6696 3.0593 -3.4684 0.0 0.0 0.0
C -4.0989 2.3906 -2.3928 0.0 0.0 0.0
N 0.7617 3.3415 0.5084 -0.1 0.2 0.0
H 3.6992 4.2402 -0.8869 0.0 0.0 0.0
H 3.2772 4.5437 0.7735 0.0 0.0 0.0
H 1.8075 0.9252 -0.9035 0.1 0.1 -0.1
H 1.6794 -0.3616 -2.9710 -0.1 0.0 0.0
H 3.7092 -0.7736 -4.3210 0.0 0.0 0.0
H 5.8881 0.1154 -3.5593 0.0 0.0 0.0
H 6.0292 1.3955 -1.4583 0.0 0.0 0.0
H 3.5793 -0.4670 1.1527 0.0 0.0 0.0
H 2.4793 -1.4866 3.0951 0.0 0.0 0.0
H 1.4036 -0.0593 4.8193 0.0 0.0 0.0
H 1.4771 2.4119 4.5739 0.0 0.0 0.0
H 2.5935 3.4288 2.6468 0.0 0.0 0.0
H 1.6572 4.2485 -2.5344 0.0 0.0 0.0
H -1.0240 3.9858 -2.2099 0.0 0.0 0.0
H -2.2164 4.3303 0.6278 0.0 0.0 0.0
H -1.4690 3.2909 1.7335 0.0 -0.1 -0.1
H -3.7167 -0.4400 1.0439 0.0 0.0 0.0
H -3.1123 -2.6606 0.1328 0.0 0.0 0.0
H -1.5930 -2.8251 -1.8080 0.0 0.0 0.0
H -0.6835 -0.7718 -2.8354 0.0 0.0 -0.1
H -1.2959 1.4444 -1.9475 0.0 0.0 0.0
H -4.0876 4.9336 -0.1580 0.0 0.0 0.0
H -5.0536 6.1098 -2.0669 0.0 0.0 0.0
H -5.4407 4.9195 -4.2039 0.0 0.0 0.0
H -4.8550 2.5245 -4.3905 0.0 0.0 0.0
H -3.8624 1.3411 -2.4997 0.0 0.0 0.0
N -2.1581 -9.3857 4.0902 0.0 -0.1 0.0
C -1.7424 -8.4511 3.5702 0.0 0.1 0.0
C -1.2223 -7.2774 2.9208 0.0 0.0 0.0
C 0.0523 -7.3009 2.3606 0.0 0.0 0.0
C 0.5543 -6.1694 1.7435 0.0 0.0 0.0
C -0.2282 -5.0260 1.6769 0.0 0.0 0.0
C -1.5032 -4.9972 2.2231 0.0 0.0 0.0
C -1.9985 -6.1234 2.8553 0.0 0.0 0.0
N 0.2860 -3.8619 1.0361 0.1 0.0 0.0
C 0.9602 -3.8109 -0.1644 0.0 0.0 0.0
C 1.2672 -2.5019 -0.3678 0.1 0.0 0.0
N 0.8035 -1.7457 0.6835 -0.1 0.1 0.0
C 0.2319 -2.5946 1.5056 -0.1 -0.1 -0.1
H 0.6482 -8.2005 2.4215 0.0 0.0 0.0
H 1.5529 -6.1693 1.3285 0.0 0.0 0.0
H -2.1094 -4.1050 2.1386 0.0 0.0 0.0
H -2.9900 -6.1195 3.2855 0.0 0.0 0.0
H 1.1389 -4.6927 -0.7526 0.0 0.0 0.0
H 1.7946 -2.0545 -1.1946 0.0 0.0 0.0
H -0.2150 -2.3615 2.4598 0.0 0.0 0.0
```
Forces are in eV/Å.


Entry 3:
This record from the OMol25 dataset describes a structure of composition C40H33BrCoIN5O2S in a non-equilibrium geometry. The level of theory is the ωB97M-V functional and the def2-TZVPD basis.

Output
multiplicity = 1
LUMO level (spin up / spin down) = -4.0 / -4.0 eV
HOMO (spin up / spin down) = -10.38 / -10.38 eV
net charge = +1
HOMO-LUMO gap (spin up / spin down) = 6.329 / 6.331 eV

Geometry as XYZ:
```
84
Properties=species:S:1:pos:R:3:forces:R:3
Co -0.5286 -1.3411 0.7176 -0.9 1.3 0.6
C 6.2881 0.5241 -2.0668 0.1 0.0 0.0
C 5.2028 0.0346 -1.1652 -0.1 -0.1 0.1
C 4.8061 -1.2969 -1.1697 0.1 0.1 0.1
C 3.8430 -1.7459 -0.2843 0.0 -0.1 0.2
C 3.2490 -0.8628 0.5982 -0.3 -0.6 0.3
C 3.6015 0.4754 0.5942 0.1 0.2 0.2
C 4.5859 0.9098 -0.2760 -0.1 -0.1 0.1
S 2.0516 -1.5287 1.7631 -0.3 2.1 0.6
O 2.6506 -1.7096 3.0484 0.2 0.0 -0.2
O 1.4116 -2.6704 1.1249 -0.9 -0.3 -0.6
N 0.8085 -0.4679 1.7732 1.4 -2.0 -0.5
C 0.6101 0.6725 2.4601 0.0 1.2 1.0
C 1.4827 1.3062 3.3402 -0.4 -0.6 -0.6
C 1.0723 2.4570 4.0178 -0.5 0.4 0.0
C -0.1897 2.9784 3.8548 0.3 0.0 0.2
C -1.1220 2.3445 3.0064 0.2 -0.3 -0.2
C -2.4658 2.7444 2.8577 0.0 -0.2 -0.2
C -3.3037 2.0052 2.0617 0.2 0.3 0.2
C -2.7974 0.8911 1.3781 0.0 -0.2 -0.2
N -1.5424 0.5119 1.4731 0.2 -1.4 -1.0
C -0.7121 1.2003 2.2848 0.9 0.3 0.6
H 6.5266 -0.2168 -2.8230 0.1 0.0 -0.1
H 7.1839 0.7169 -1.4777 0.1 0.0 -0.1
H 6.0079 1.4578 -2.5510 0.0 0.0 -0.1
H 5.2726 -1.9948 -1.8479 0.1 -0.1 -0.1
H 3.5359 -2.7791 -0.2677 0.0 -0.2 -0.1
H 3.1253 1.1764 1.2641 0.0 0.0 0.1
H 4.8993 1.9424 -0.2581 0.0 0.2 0.0
H 2.4469 0.8638 3.5399 0.1 0.0 0.0
H 1.7667 2.9361 4.6910 0.0 0.1 0.1
H -0.4980 3.8590 4.3957 0.0 0.1 0.1
H -2.8111 3.6159 3.3939 -0.1 0.1 0.0
H -4.3428 2.2680 1.9515 -0.1 0.0 -0.1
H -3.4311 0.2969 0.7363 -0.1 0.0 0.0
C -2.1387 -2.6224 6.2377 0.2 0.2 -0.3
C -2.7805 -3.5104 5.3827 0.1 0.1 0.2
C -2.5768 -3.4373 4.0280 0.3 0.3 -0.3
C -1.7143 -2.4635 3.4597 -0.5 -0.7 3.0
C -1.0312 -1.6106 4.3454 -0.1 -0.2 -1.1
C -1.2568 -1.6888 5.7027 -0.2 -0.2 0.5
N -1.6178 -2.4018 2.0992 -1.2 -1.4 -4.1
N -2.3927 -3.2676 1.4809 1.4 1.4 4.1
C -2.5059 -3.1736 0.1766 0.8 1.2 -3.8
C -3.2867 -4.0970 -0.5518 0.2 0.3 1.2
C -3.3888 -3.9922 -1.9111 0.1 0.2 -0.7
C -2.7340 -2.9569 -2.5807 -0.3 -0.4 0.5
C -1.9748 -2.0366 -1.8715 0.3 0.4 0.0
C -1.7958 -2.1152 -0.5005 -0.8 -1.5 0.6
H -2.3115 -2.6685 7.3012 0.0 0.0 0.1
H -3.4351 -4.2698 5.7798 -0.1 -0.1 0.0
H -3.0641 -4.1197 3.3522 -0.1 0.0 0.2
H -0.3180 -0.8978 3.9702 0.0 0.1 0.0
H -0.7338 -1.0176 6.3666 0.1 0.1 0.0
H -3.7943 -4.8712 0.0009 -0.1 -0.2 0.0
H -3.9824 -4.6994 -2.4680 0.0 -0.1 0.0
H -2.7957 -2.8811 -3.6544 -0.1 0.1 -0.1
H -1.4950 -1.2560 -2.4423 0.1 0.1 0.0
Br -5.3480 2.8586 -4.1992 0.1 0.2 -0.1
C -3.6705 3.7377 -4.0822 -0.2 -0.2 0.0
C -3.4911 4.9324 -4.7633 -0.1 -0.1 0.0
C -2.2765 5.5907 -4.6984 -0.1 0.0 0.0
C -1.2358 5.0572 -3.9583 0.1 0.0 0.0
C -1.4101 3.8652 -3.2778 0.0 0.0 0.0
C -2.6283 3.2081 -3.3359 -0.2 -0.4 0.2
I -2.8733 1.4008 -2.2790 0.2 0.3 -0.2
H -4.3104 5.3327 -5.3381 -0.1 0.1 -0.1
H -2.1489 6.5196 -5.2305 0.0 0.1 -0.1
H -0.2857 5.5657 -3.9048 0.1 0.1 0.0
H -0.6031 3.4419 -2.6992 0.1 0.0 0.1
C 2.9349 -0.2101 -4.3175 0.1 0.1 -0.2
C 2.0870 -0.4196 -3.1135 -0.2 -0.1 0.3
C 1.7396 -1.6991 -2.6955 -0.2 0.2 0.0
C 0.9387 -1.8664 -1.5893 0.1 -0.3 -0.3
N 0.4518 -0.8409 -0.8875 0.0 0.2 0.0
C 0.7530 0.3920 -1.2900 -0.1 0.3 0.0
C 1.5673 0.6416 -2.3758 0.0 -0.2 -0.1
H 3.4801 -1.1137 -4.5792 0.0 0.0 0.0
H 3.6465 0.5973 -4.1638 0.0 0.1 0.0
H 2.2995 0.0565 -5.1644 0.0 0.0 0.0
H 2.0703 -2.5619 -3.2486 0.1 -0.2 0.0
H 0.6616 -2.8556 -1.2605 0.0 0.0 0.0
H 0.3055 1.1972 -0.7272 0.0 0.1 0.1
H 1.7841 1.6566 -2.6631 0.0 0.2 0.0
```
Forces are in eV/Å.